Molecular formula: C3H9N2O
Method: DFT, the ωB97M-V functional and the def2-TZVPD basis

CARTESIAN COORDINATES (ANGSTROEM)
N -2.78659 0.79105 -1.46215
C -2.10198 0.18935 -0.26010
O -1.06755 -0.62351 -0.55128
H -3.35524 0.06039 -1.87106
H -2.03091 0.85957 -2.13285
H -1.78644 1.08311 0.32078
H -2.90291 -0.32958 0.29948
C 3.08059 -0.63271 1.11257
C 1.75939 -0.39350 1.01702
N 1.08356 0.53754 0.27334
H 3.82310 -0.10011 0.53057
H 3.40694 -1.44144 1.75290
H 1.08272 -1.02178 1.58782
H 1.64606 0.96213 -0.44417
H 0.14928 0.05949 -0.17287

- DFT total energy (eV) = -8284.375
- lowest unoccupied orbital energy (eV) = 4.36
- relative energy (zero: lowest compared OMol25 entry of this formula, charge and spin) (kcal per mole) = 13.0
- frontier orbital gap (eV) = 7.7648
- charge = -1
- M (g/mol) = 89.12